Run 1
8 unconnected molecules or ions with the total composition C36H78N2O6, computed with the ωB97M-V functional and the def2-TZVPD basis.

E_HOMO: -8.21 eV
SMILES: CCN(CC)CC.CCN(CC)CC.C1CCOC1.C1CCOC1.C1CCOC1.C1CCOC1.C1CCOC1.C1CCOC1
orbital gap: 8.8 eV
molar mass: 635.03 g/mol
multiplicity: 1

Each line ends with the Löwdin charge.
Positions of all 122 atoms, in Å:
C  -0.360  21.259  -9.121  -0.18
C  -1.834  21.451  -9.424  -0.16
C  -1.901  21.473  -10.981  -0.21
O  -0.809  20.636  -11.347  -0.16
C  0.343  20.811  -10.424  -0.14
H  -0.233  20.445  -8.408  0.10
H  0.203  22.088  -8.692  0.11
H  -2.250  22.383  -9.040  0.10
H  -2.409  20.580  -9.112  0.11
H  -1.896  22.442  -11.481  0.11
H  -2.841  21.035  -11.317  0.10
H  1.082  21.514  -10.807  0.11
H  0.757  19.810  -10.298  0.11
C  -5.144  26.570  -10.055  -0.19
C  -3.977  26.737  -10.969  -0.18
C  -2.830  27.105  -10.018  -0.17
O  -3.176  26.438  -8.779  -0.14
C  -4.545  26.060  -8.741  -0.20
H  -5.845  25.902  -10.555  0.09
H  -5.717  27.489  -9.936  0.11
H  -4.206  27.419  -11.788  0.12
H  -3.793  25.710  -11.286  0.11
H  -2.816  28.187  -9.889  0.12
H  -1.886  26.679  -10.356  0.12
H  -5.054  26.555  -7.915  0.10
H  -4.733  25.019  -8.477  0.10
C  -7.329  26.845  -14.156  -0.17
C  -7.627  25.504  -13.491  -0.18
C  -6.530  24.555  -13.979  -0.21
O  -6.113  25.196  -15.151  -0.16
C  -6.990  26.321  -15.550  -0.15
H  -6.547  27.390  -13.629  0.11
H  -8.119  27.593  -14.228  0.11
H  -8.632  25.180  -13.762  0.10
H  -7.660  25.593  -12.405  0.09
H  -6.975  23.608  -14.284  0.11
H  -5.673  24.442  -13.315  0.11
H  -7.881  26.061  -16.121  0.11
H  -6.462  26.946  -16.271  0.12
C  -5.065  25.408  -4.570  -0.19
C  -4.667  26.141  -3.328  -0.16
C  -5.757  27.222  -3.102  -0.17
O  -6.943  26.528  -3.573  -0.16
C  -6.559  25.617  -4.698  -0.16
H  -4.727  24.381  -4.712  0.08
H  -4.604  25.915  -5.418  0.10
H  -3.718  26.637  -3.531  0.11
H  -4.733  25.517  -2.437  0.11
H  -5.608  28.151  -3.653  0.11
H  -6.023  27.449  -2.070  0.12
H  -6.885  25.879  -5.705  0.10
H  -7.047  24.653  -4.559  0.10
C  -3.086  22.156  -4.474  -0.19
C  -2.515  20.924  -5.144  -0.18
C  -3.471  19.826  -4.779  -0.17
O  -4.286  20.395  -3.697  -0.18
C  -3.913  21.760  -3.284  -0.15
H  -3.662  22.645  -5.260  0.08
H  -2.368  22.866  -4.067  0.12
H  -1.451  20.772  -4.967  0.11
H  -2.452  21.033  -6.227  0.10
H  -2.853  19.021  -4.381  0.12
H  -4.026  19.610  -5.692  0.11
H  -3.267  21.601  -2.421  0.11
H  -4.775  22.330  -2.937  0.12
C  -8.656  18.059  -4.745  -0.16
C  -7.874  18.616  -3.556  -0.19
C  -6.606  17.791  -3.544  -0.20
O  -6.852  16.606  -4.294  -0.13
C  -8.176  16.632  -4.816  -0.22
H  -8.059  18.563  -5.505  0.11
H  -9.688  18.388  -4.621  0.12
H  -8.370  18.435  -2.602  0.11
H  -7.656  19.682  -3.625  0.11
H  -6.384  17.559  -2.503  0.12
H  -5.869  18.359  -4.112  0.10
H  -8.834  16.056  -4.165  0.12
H  -8.166  16.291  -5.851  0.12
C  -10.178  17.683  -12.567  -0.09
C  -9.560  18.916  -11.852  -0.25
N  -8.448  19.513  -12.584  -0.20
C  -7.466  18.569  -13.182  -0.25
C  -6.070  19.169  -13.234  -0.08
C  -8.888  20.577  -13.480  -0.22
C  -9.236  21.925  -12.707  -0.05
H  -10.946  17.162  -11.995  0.07
H  -9.492  16.918  -12.932  0.06
H  -10.744  18.068  -13.415  0.06
H  -10.431  19.502  -11.560  0.11
H  -9.127  18.655  -10.886  0.10
H  -7.445  17.667  -12.570  0.11
H  -7.779  18.245  -14.174  0.11
H  -5.902  19.710  -12.303  0.05
H  -5.329  18.383  -13.382  0.07
H  -5.990  19.870  -14.065  0.07
H  -9.778  20.194  -13.979  0.10
H  -8.226  20.712  -14.335  0.10
H  -8.480  22.075  -11.936  0.04
H  -10.271  21.881  -12.369  0.06
H  -9.300  22.807  -13.344  0.05
C  -9.872  23.053  -9.297  -0.11
C  -8.546  23.711  -9.108  -0.25
N  -7.437  22.910  -8.518  -0.16
C  -6.918  21.775  -9.340  -0.24
C  -5.974  22.287  -10.406  -0.07
C  -7.822  22.499  -7.163  -0.23
C  -6.584  21.957  -6.385  -0.08
H  -10.331  23.725  -10.022  0.08
H  -10.446  22.868  -8.389  0.07
H  -9.811  22.051  -9.721  0.06
H  -8.394  24.012  -10.145  0.09
H  -8.700  24.557  -8.437  0.11
H  -6.319  21.073  -8.758  0.10
H  -7.696  21.152  -9.781  0.10
H  -6.622  22.875  -11.056  0.05
H  -5.005  22.647  -10.060  0.07
H  -5.750  21.393  -10.990  0.05
H  -8.696  21.857  -7.055  0.11
H  -8.128  23.447  -6.722  0.10
H  -5.592  22.351  -6.604  0.06
H  -6.477  20.875  -6.455  0.05
H  -6.647  22.006  -5.298  0.06

=====

Run 2
8 unconnected molecules or ions with the total composition C36H78N2O6, computed with the ωB97M-V functional and the def2-TZVPD basis.

E_HOMO: -8.46 eV
SMILES: CCN(CC)CC.CCN(CC)CC.C1CCOC1.C1CCOC1.C1CCOC1.C1CCOC1.C1CCOC1.C1CCOC1
orbital gap: 8.9 eV
molar mass: 635.03 g/mol
multiplicity: 1

Each line ends with the Löwdin charge.
Positions of all 122 atoms, in Å:
C  0.984  -4.716  -2.511  -0.17
C  1.364  -5.007  -1.056  -0.16
C  2.899  -4.836  -1.043  -0.16
O  3.261  -4.983  -2.421  -0.15
C  2.175  -5.294  -3.259  -0.22
H  0.875  -3.637  -2.633  0.10
H  0.058  -5.235  -2.770  0.11
H  0.978  -5.972  -0.723  0.11
H  0.834  -4.296  -0.415  0.09
H  3.361  -5.644  -0.478  0.12
H  3.211  -3.828  -0.781  0.11
H  2.002  -6.371  -3.432  0.12
H  2.417  -4.961  -4.271  0.12
C  -0.597  4.178  5.046  -0.18
C  -1.151  4.752  3.776  -0.18
C  0.077  5.231  2.983  -0.17
O  1.106  5.384  3.973  -0.17
C  0.641  5.078  5.292  -0.18
H  -0.287  3.139  4.935  0.10
H  -1.276  4.313  5.888  0.11
H  -1.795  5.609  3.990  0.11
H  -1.764  4.010  3.261  0.11
H  -0.104  6.174  2.475  0.12
H  0.438  4.388  2.388  0.10
H  0.291  6.014  5.734  0.11
H  1.373  4.573  5.915  0.12
C  0.891  3.406  -3.357  -0.17
C  1.341  2.238  -4.221  -0.15
C  1.618  2.895  -5.593  -0.20
O  2.012  4.217  -5.265  -0.16
C  1.317  4.677  -4.108  -0.19
H  1.340  3.308  -2.369  0.09
H  -0.188  3.476  -3.208  0.11
H  0.564  1.487  -4.369  0.10
H  2.282  1.802  -3.894  0.11
H  0.748  2.942  -6.269  0.12
H  2.425  2.522  -6.227  0.12
H  0.477  5.218  -4.566  0.11
H  1.857  5.398  -3.496  0.12
C  -1.918  -1.406  -6.095  -0.16
C  -2.466  -0.903  -4.749  -0.16
C  -1.407  -1.366  -3.783  -0.25
O  -0.193  -1.318  -4.499  -0.16
C  -0.449  -1.686  -5.871  -0.18
H  -2.141  -0.693  -6.888  0.11
H  -2.420  -2.345  -6.343  0.11
H  -3.501  -1.205  -4.598  0.11
H  -2.484  0.192  -4.747  0.11
H  -1.610  -2.350  -3.324  0.12
H  -1.294  -0.779  -2.864  0.10
H  -0.183  -2.745  -5.920  0.12
H  0.213  -1.135  -6.537  0.12
C  4.878  4.256  3.071  -0.15
C  5.261  2.923  2.431  -0.17
C  6.099  2.214  3.492  -0.18
O  6.441  3.213  4.466  -0.14
C  6.097  4.484  3.945  -0.22
H  3.985  4.065  3.665  0.10
H  4.790  5.001  2.284  0.12
H  5.824  3.115  1.513  0.11
H  4.399  2.323  2.148  0.07
H  6.990  1.678  3.159  0.12
H  5.483  1.470  4.013  0.11
H  6.962  4.925  3.436  0.12
H  5.842  5.214  4.721  0.12
C  1.236  -4.030  3.240  -0.16
C  1.887  -2.700  3.598  -0.16
C  3.347  -2.905  3.111  -0.17
O  3.395  -4.246  2.586  -0.17
C  2.436  -5.011  3.290  -0.20
H  0.932  -3.925  2.199  0.09
H  0.427  -4.405  3.868  0.11
H  1.891  -2.399  4.644  0.11
H  1.520  -1.895  2.959  0.08
H  4.078  -2.960  3.926  0.11
H  3.728  -2.215  2.363  0.11
H  2.762  -5.246  4.309  0.12
H  2.185  -5.952  2.804  0.12
C  -6.775  1.061  -0.720  -0.08
C  -7.231  -0.092  0.157  -0.27
N  -6.639  -1.392  -0.216  -0.20
C  -5.246  -1.461  0.266  -0.25
C  -4.473  -2.414  -0.659  -0.08
C  -7.461  -2.476  0.290  -0.27
C  -8.797  -2.569  -0.452  -0.09
H  -7.333  1.077  -1.659  0.07
H  -5.700  1.070  -0.860  0.06
H  -7.165  1.971  -0.251  0.07
H  -6.953  0.095  1.209  0.12
H  -8.318  -0.150  0.186  0.10
H  -4.750  -0.496  0.265  0.10
H  -5.291  -1.877  1.280  0.11
H  -4.259  -1.920  -1.606  0.06
H  -3.516  -2.722  -0.231  0.06
H  -5.068  -3.304  -0.852  0.06
H  -7.639  -2.404  1.375  0.12
H  -6.926  -3.412  0.116  0.10
H  -9.145  -3.603  -0.490  0.07
H  -8.670  -2.237  -1.483  0.08
H  -9.615  -1.994  -0.018  0.06
C  2.800  -0.392  -1.093  -0.06
C  1.471  0.344  -0.901  -0.24
N  1.175  0.449  0.525  -0.19
C  1.852  1.591  1.110  -0.25
C  1.808  1.637  2.634  -0.08
C  -0.242  0.328  0.862  -0.23
C  -0.670  -1.122  0.602  -0.08
H  3.099  -0.328  -2.139  0.07
H  2.642  -1.380  -0.657  0.06
H  3.626  0.021  -0.509  0.06
H  1.527  1.342  -1.355  0.09
H  0.724  -0.241  -1.434  0.10
H  2.905  1.662  0.838  0.09
H  1.395  2.553  0.813  0.11
H  0.767  1.756  2.943  0.05
H  2.147  0.730  3.144  0.08
H  2.396  2.470  3.016  0.05
H  -0.833  0.968  0.189  0.12
H  -0.433  0.550  1.906  0.10
H  0.000  -1.746  1.207  0.05
H  -0.662  -1.496  -0.416  0.05
H  -1.604  -1.350  1.126  0.07

=====

Which structure loses on stability? run 1 does.

=====

Run 1
C5H7NO3 in the gas phase, computed with the ωB97M-V functional and the def2-TZVPD basis.

E_HOMO: -10.87 eV
SMILES: C[C@@](O)(C#N)CC(=O)O
orbital gap: 11.3 eV
molar mass: 129.12 g/mol
multiplicity: 1

Each line ends with the Löwdin charge.
Positions of all 16 atoms, in Å:
C  -0.237  0.630  -0.363  -0.56
C  -0.477  -0.844  0.053  -0.03
C  -1.477  1.497  -0.298  -0.01
C  0.883  -1.491  0.104  -0.50
O  0.406  0.716  -1.550  -0.02
O  1.122  -2.203  1.187  0.16
C  0.798  1.111  0.882  -0.12
O  1.704  -1.332  -0.796  0.09
N  1.427  1.625  1.695  0.13
H  1.187  -0.033  -1.510  0.14
H  2.032  -2.543  1.181  0.15
H  -1.072  -1.332  -0.726  0.15
H  -0.969  -0.920  1.020  0.14
H  -2.220  1.105  -0.992  0.09
H  -1.888  1.504  0.709  0.09
H  -1.217  2.510  -0.596  0.10

=====

Run 2
C5H7NO3 in the gas phase, computed with the ωB97M-V functional and the def2-TZVPD basis.

E_HOMO: -8.54 eV
SMILES: C=CC(=O)N1[C@H](O)[C@@H]1O
orbital gap: 8.8 eV
molar mass: 129.12 g/mol
multiplicity: 1

Each line ends with the Löwdin charge.
Positions of all 16 atoms, in Å:
C  -0.911  -0.929  2.298  0.04
C  -0.163  -0.179  1.496  -0.10
C  -0.527  0.657  0.331  -0.42
C  0.211  1.318  -1.895  -0.19
C  1.365  0.028  -1.218  -0.18
N  0.532  1.024  -0.509  0.01
O  -1.689  0.989  0.054  0.06
O  -0.963  1.053  -2.521  0.04
O  1.136  -1.286  -1.366  0.07
H  -0.473  -1.475  3.239  0.11
H  -1.900  -1.182  2.083  0.04
H  0.911  -0.109  1.883  0.13
H  0.622  2.291  -2.182  0.14
H  2.491  0.256  -1.257  0.16
H  -1.683  0.886  -1.947  0.06
H  0.382  -1.454  -1.813  0.05

=====

Run 3
C5H7NO3 in the gas phase, computed with the ωB97M-V functional and the def2-TZVPD basis.

E_HOMO: -7.75 eV
orbital gap: 8.4 eV
molar mass: 129.12 g/mol
multiplicity: 1

Each line ends with the Löwdin charge.
Positions of all 16 atoms, in Å:
C  -1.320  1.633  0.162  -0.29
C  -1.729  -1.223  0.011  -0.09
C  -0.365  -0.544  -0.168  -0.13
C  -2.815  -0.199  0.132  -0.36
C  0.968  1.658  -0.157  0.01
N  -0.251  0.902  0.124  -0.14
O  -1.607  2.764  0.020  0.12
O  -3.789  0.088  -0.746  0.06
O  -4.064  -0.217  0.641  0.08
H  -1.975  -1.842  -0.781  0.09
H  -1.703  -1.863  0.964  0.15
H  0.433  -1.029  0.460  0.14
H  -0.046  -0.622  -1.211  0.12
H  1.383  1.747  0.931  0.14
H  1.613  1.270  -0.822  0.05
H  0.610  2.596  -0.348  0.05

=====

Which structure loses on stability? run 3 does.